# 1
Below is 2 unconnected molecules or ions with the total composition C9H18N3, with properties calculated with wB97M-V/def2-TZVPD.

Last column: Löwdin charge in e.
Cartesian coordinates (Å):
1 C 1.624 2.161 1.574  -0.075
2 C -0.663 -0.704 -1.579  -0.078
3 H -1.300 0.995 -2.621  0.111
4 H 2.310 -2.149 1.508  0.080
5 C -2.502 0.785 -0.793  -0.183
6 H -0.436 1.310 -1.240  0.089
7 H -2.921 1.878 -0.827  0.169
8 N 1.654 1.121 0.544  0.011
9 C -2.096 0.346 0.609  -0.150
10 H 1.452 -1.845 -0.734  0.172
11 C 2.185 1.186 -0.570  -0.286
12 H 1.318 3.141 1.178  0.094
13 H 1.344 -3.459 1.013  0.124
14 H 3.437 1.292 -2.114  0.074
15 C -1.269 -0.933 0.784  -0.129
16 H 0.231 -0.744 -2.381  0.164
17 N 0.906 -1.709 0.120  0.066
18 N 2.522 1.079 -1.759  0.161
19 H 0.758 -2.273 2.098  0.091
20 H -1.413 -1.339 -2.036  0.126
21 H -1.992 -1.714 0.641  0.154
22 H 2.529 2.186 2.171  0.087
23 H -3.176 0.095 -1.279  0.117
24 H 0.769 1.806 2.119  0.054
25 H -1.321 1.085 0.968  0.122
26 C 1.359 -2.395 1.231  -0.030
27 H -0.880 -1.149 1.818  0.146
28 C -0.254 -1.128 -0.166  -0.186
29 H -2.905 0.335 1.320  0.118
30 C -1.274 0.741 -1.596  -0.214

Total energy   -517.6929 a.u.
Relative energy (zero: lowest compared OMol25 entry of this formula, charge and spin)   31.3 kcal/mol
Gap between HOMO and LUMO   9.23 eV
E_LUMO   -0.136 Ha
Net charge   +1

=====

# 2
Below is a single C16H10F3N5O molecule, with properties calculated with wB97M-V/def2-TZVPD.

Last column: Löwdin charge in e.
Cartesian coordinates (Å):
1 H 3.532 -1.700 -1.380  0.098
2 H 1.295 2.184 0.320  0.085
3 H -2.187 3.369 -2.185  0.142
4 H -0.357 -6.045 -1.199  0.165
5 C 1.199 -2.417 -0.249  -0.253
6 C 1.776 -1.064 -0.329  -0.067
7 F -4.768 3.171 2.390  0.092
8 C -2.916 3.387 -0.066  -0.082
9 H 3.643 2.370 -0.296  0.098
10 N -0.200 0.074 0.649  0.070
11 N 0.581 -5.800 -0.902  0.118
12 C 1.851 1.319 0.109  0.042
13 C 3.110 -0.875 -0.891  -0.002
14 C -1.896 1.716 1.430  0.077
15 H -1.915 1.222 2.470  0.143
16 C 1.097 0.049 0.142  -0.205
17 N -0.396 -3.948 -0.193  0.111
18 N 2.289 -7.135 -2.139  0.153
19 C -1.247 1.784 -0.825  -0.027
20 H 4.779 0.388 -1.187  0.108
21 C -3.440 3.594 2.377  -0.501
22 O 1.740 -3.587 -0.645  0.171
23 C 3.789 0.293 -0.803  -0.133
24 C -2.748 2.901 1.199  -0.114
25 C 3.209 1.407 -0.372  -0.067
26 F -3.255 4.932 2.446  0.145
27 C 0.733 -4.486 -0.539  -0.358
28 H -0.364 -0.702 1.326  0.157
29 N -0.076 -2.627 -0.044  0.083
30 C -2.164 2.872 -1.117  -0.048
31 F -2.967 3.081 3.561  0.086
32 C -1.029 1.224 0.417  -0.264
33 H -3.655 4.193 -0.331  0.140
34 C 1.461 -6.461 -1.651  -0.284
35 H -0.503 1.319 -1.492  0.120

Total energy   -1264.2300 a.u.
SMILES   N#CNc1nnc(-c2ccccc2Nc2cccc(C(F)(F)F)c2)o1
Relative energy (zero: lowest compared OMol25 entry of this formula, charge and spin)   98.5 kcal/mol
Gap between HOMO and LUMO   8.23 eV
E_LUMO   -0.003 Ha

=====

# 3
Below is a molecular structure, C49H30Cl5N6O2Pb, with properties calculated with wB97M-V/def2-TZVPD.

Last column: Löwdin charge in e.
Cartesian coordinates (Å):
1 C -3.763 0.981 -2.825  -0.144
2 C -1.412 -6.049 0.414  -0.023
3 C -3.041 -0.988 -1.346  -0.198
4 C -1.950 2.093 1.249  -0.192
5 N -1.888 -1.482 -1.038  0.051
6 H -5.580 0.128 -5.576  0.114
7 N 0.440 -2.243 0.614  0.042
8 C -4.593 2.007 -5.279  -0.655
9 H 2.922 2.061 0.232  0.095
10 C 0.599 3.043 -0.898  -0.768
11 C -1.384 -5.213 -0.701  -0.215
12 H -2.541 4.232 6.335  0.112
13 C 1.657 -2.372 1.305  -0.224
14 H -4.838 -0.794 -3.443  0.099
15 C -1.724 5.596 4.901  -0.662
16 C 4.823 -2.332 4.692  -0.084
17 H 0.475 5.174 -0.903  0.078
18 H 1.278 -5.396 0.033  0.120
19 H -2.650 2.820 -2.658  0.108
20 Cl -5.113 2.639 -6.796  0.718
21 Cl 7.517 -2.445 4.611  0.698
22 H -0.849 6.751 3.323  0.113
23 C 4.775 1.505 -0.663  -0.094
24 C 5.866 -1.776 2.588  -0.077
25 N -1.996 1.054 0.449  0.047
26 N 2.963 0.205 -0.589  -0.054
27 H -0.466 4.772 1.877  0.125
28 C 1.417 -0.239 2.605  -0.189
29 H -1.597 -5.106 -2.833  0.129
30 H -2.073 -7.527 -3.091  0.113
31 C -3.783 2.775 -4.459  -0.072
32 C -1.142 5.764 3.653  -0.079
33 C 2.139 -1.454 2.173  -0.023
34 H -3.901 -4.176 -1.175  0.127
35 H 6.764 -1.648 1.998  0.113
36 H 4.917 -2.650 5.721  0.112
37 Cl -1.995 6.980 5.904  0.697
38 C -1.894 -7.103 -2.112  -0.082
39 N 3.526 1.359 -0.189  -0.005
40 H 3.693 -1.366 -1.755  0.110
41 H -1.733 -8.047 1.139  0.113
42 C -0.049 1.365 2.744  -0.211
43 C 5.064 0.375 -1.397  -0.065
44 C -1.294 3.387 3.293  -0.216
45 C -2.056 -2.882 -0.935  -0.192
46 Cl -2.273 -9.599 -1.169  0.703
47 H -5.137 -1.852 -1.561  0.118
48 H 1.144 4.481 -2.390  0.078
49 C -3.363 2.259 -3.249  -0.007
50 H 5.352 2.391 -0.456  0.119
51 C -0.935 4.656 2.848  -0.017
52 H 5.974 0.153 -1.926  0.098
53 C 3.466 -1.709 2.801  -0.209
54 C -4.966 0.720 -4.912  -0.081
55 C 3.577 -2.095 4.134  -0.030
56 O -0.229 2.522 -1.674  -0.096
57 H -1.224 -5.641 1.401  0.130
58 C -3.460 2.679 -0.307  0.024
59 C 3.893 -0.397 -1.322  -0.179
60 H -4.240 3.156 -0.879  0.127
61 C 1.131 4.405 -1.309  -0.470
62 H 2.686 -2.229 4.738  0.129
63 C 5.958 -2.164 3.913  -0.661
64 C 4.615 -1.553 2.031  -0.004
65 C 0.863 1.532 3.867  0.050
66 H -2.147 2.248 4.899  0.129
67 C -2.916 1.356 -0.555  -0.246
68 C -3.246 0.485 -1.552  -0.002
69 C -2.904 3.110 0.844  0.036
70 C 0.184 -3.410 0.089  -0.191
71 C 2.182 -3.716 1.086  0.043
72 C -2.088 4.341 5.359  -0.084
73 C -4.541 0.211 -3.701  0.000
74 Cl 2.777 4.764 -0.705  0.578
75 Pb 0.103 0.074 -0.408  1.536
76 C -3.459 -3.194 -1.217  0.033
77 O 0.972 2.541 0.202  -0.175
78 C -4.081 -2.022 -1.426  0.012
79 H -3.116 4.026 1.371  0.119
80 H -3.461 3.755 -4.783  0.116
81 C -1.867 3.235 4.550  -0.017
82 C 1.259 -4.367 0.356  0.022
83 H 2.614 0.362 4.428  0.115
84 C -1.694 -7.397 0.276  -0.082
85 N 0.363 0.250 2.002  0.044
86 C -1.103 -3.758 -0.557  -0.014
87 H 4.532 -1.247 0.994  0.096
88 C -1.627 -5.749 -1.962  -0.018
89 C 1.774 0.545 3.778  0.034
90 H 0.814 2.319 4.602  0.127
91 C -1.930 -7.913 -0.991  -0.661
92 C -1.056 2.205 2.417  -0.013
93 H 3.107 -4.101 1.486  0.127

Total energy   -4857.9169 a.u.
Relative energy (zero: lowest compared OMol25 entry of this formula, charge and spin)   0.0 kcal/mol
Gap between HOMO and LUMO   5.62 eV
E_LUMO   -0.190 Ha
Net charge   +1

=====

# 4
Below is a single C2H3ClN2 molecule, with properties calculated with wB97M-V/def2-TZVPD.

Last column: Löwdin charge in e.
Cartesian coordinates (Å):
1 N -1.073 -0.255 -0.404  -0.003
2 Cl 0.882 1.784 -0.037  0.601
3 N 1.817 -1.468 -0.299  0.184
4 C 1.206 -0.741 0.334  -0.300
5 H -2.034 0.232 -0.148  0.121
6 H -0.845 -0.169 -1.388  0.050
7 C 0.171 0.228 0.464  -0.729
8 H -0.124 0.388 1.479  0.075

Total energy   -647.6648 a.u.
SMILES   N#C[C@H](N)Cl
Relative energy (zero: lowest compared OMol25 entry of this formula, charge and spin)   35.8 kcal/mol
Gap between HOMO and LUMO   11.22 eV
E_LUMO   0.027 Ha

=====

# 5
Below is a molecular structure, C5H8Al2ClF3N2S, with properties calculated with wB97M-V/def2-TZVPD.

Last column: Löwdin charge in e.
Cartesian coordinates (Å):
1 C -0.750 0.420 1.197  -0.068
2 F -2.080 -1.020 -2.710  -0.068
3 N -0.224 -2.268 -0.530  -0.092
4 C 0.429 0.613 2.166  -0.270
5 F -1.112 0.914 -3.044  0.158
6 Al -0.208 -0.367 -0.643  0.368
7 Cl 0.047 3.375 1.886  0.708
8 H 0.459 -2.721 -1.147  -0.005
9 C -1.612 0.145 -2.079  -0.497
10 F -2.704 0.703 -1.530  0.138
11 C 1.143 1.975 2.064  -0.549
12 H -1.435 -0.341 1.658  0.120
13 H 1.935 2.000 1.272  0.105
14 S 2.917 -1.168 -2.952  0.972
15 N 1.454 0.393 -1.199  0.157
16 H 1.698 2.125 3.022  0.110
17 H -1.374 1.325 1.014  0.079
18 H -0.177 -2.631 0.425  0.064
19 Al -1.700 -3.383 -1.963  1.044
20 H 1.202 -0.159 1.898  0.133
21 H 0.157 0.371 3.231  0.174
22 C 1.936 -0.300 -2.036  -0.781

Total energy   -1946.9360 a.u.
Gap between HOMO and LUMO   3.28 eV
E_LUMO   -0.493 Ha
Net charge   +2

=====

# 6
Below is a molecular structure, C30H46N6O3PtSi, with properties calculated with wB97M-V/def2-TZVPD.

Last column: Löwdin spin population.
Cartesian coordinates (Å):
1 H 3.119 0.248 7.777  0.001
2 C -3.404 3.846 4.421  0.000
3 H -0.896 -3.194 -1.330  0.004
4 H -2.736 -0.972 2.156  0.003
5 H 0.066 5.067 -1.246  0.001
6 C 0.231 1.116 6.253  0.013
7 C -5.020 -0.865 -0.366  0.001
8 C -2.772 -1.507 -0.419  0.027
9 H 4.972 0.747 -0.090  0.000
10 C -0.537 -2.489 -0.588  0.014
11 N -1.456 -1.358 -0.434  0.189
12 H -3.753 5.567 3.189  0.000
13 H 3.266 -3.513 -1.267  0.000
14 O -0.413 1.516 -2.322  0.204
15 H -0.483 -2.172 4.886  0.003
16 C 4.617 0.143 0.751  0.001
17 H 1.821 -0.603 3.789  0.001
18 H -5.523 -0.360 -1.190  0.000
19 H -1.825 -3.117 4.249  0.027
20 C -2.713 2.653 4.559  0.004
21 C 2.602 -0.250 5.756  0.001
22 C 1.644 -0.153 4.760  0.012
23 O -0.254 0.138 2.264  0.223
24 H -4.204 1.484 0.025  0.003
25 C -1.251 -2.190 4.114  0.058
26 N 3.631 -1.785 -0.089  0.009
27 H -2.327 -4.393 -0.129  0.000
28 H 5.725 -1.524 -0.122  0.000
29 H -3.358 0.089 5.699  0.003
30 C -3.210 -0.888 3.134  0.065
31 C -3.094 -4.021 -0.802  0.001
32 C -0.250 1.868 -1.187  0.224
33 H 2.500 1.998 -0.062  0.002
34 C 2.560 1.500 0.910  0.029
35 H -5.533 -0.604 0.561  0.000
36 N 1.354 -1.031 -0.106  0.196
37 H -2.617 1.128 0.662  0.020
38 C 3.489 -3.230 -0.241  0.000
39 C -2.329 4.229 2.306  0.002
40 H 0.701 -1.506 -2.034  0.000
41 H 5.056 0.528 1.669  0.000
42 H -0.411 -3.014 0.366  0.000
43 O -0.047 3.096 -0.753  0.063
44 C 0.816 -1.995 -1.061  0.016
45 C 1.189 1.012 7.249  0.001
46 N -3.494 -2.656 -0.478  0.012
47 C -2.218 -1.050 4.248  0.419
48 H -4.083 4.168 5.199  0.000
49 H 5.035 -1.858 1.480  0.000
50 H -0.909 4.085 -2.385  0.003
51 H -0.680 1.670 6.450  0.001
52 C -1.831 2.217 3.565  0.022
53 H -5.300 -2.671 -1.565  0.000
54 H 1.019 1.467 8.215  0.000
55 H 4.446 -3.679 0.014  0.000
56 H -5.471 -2.939 0.173  0.001
57 H -3.345 -1.647 5.916  0.029
58 H -2.854 1.336 -1.105  0.004
59 N -3.619 -0.461 -0.304  0.008
60 H -3.973 -4.646 -0.666  0.000
61 H -2.863 2.072 5.460  0.000
62 C -2.718 -0.789 5.632  0.061
63 H -0.786 -2.226 3.129  0.003
64 H 3.188 2.101 1.566  0.003
65 C 0.448 0.532 5.000  0.038
66 C -0.004 4.129 -1.784  0.022
67 H -2.772 -4.126 -1.839  0.000
68 H 1.581 1.461 1.382  0.015
69 H -0.943 2.747 1.662  0.008
70 Pt -0.292 0.315 0.208  1.629
71 C -4.929 -2.372 -0.583  0.003
72 C -1.644 3.030 2.440  0.012
73 C -3.216 4.633 3.292  0.005
74 H -2.162 4.850 1.435  0.000
75 N 3.157 0.184 0.821  0.006
76 H 1.452 -2.860 -1.202  0.004
77 Si -0.768 0.710 3.644  0.153
78 C 2.371 0.327 6.999  0.013
79 H 0.869 3.975 -2.413  0.002
80 H 2.738 -3.638 0.437  0.000
81 C 2.633 -0.896 0.176  0.025
82 C 4.879 -1.331 0.534  0.002
83 H -3.938 -1.708 3.221  0.029
84 H 3.529 -0.776 5.570  0.000
85 H -3.768 0.046 3.204  0.004
86 H -1.913 -0.734 6.362  0.005
87 C -3.285 0.938 -0.185  0.040

Total energy   -2133.2441 a.u.
2S+1   5
Relative energy (zero: lowest compared OMol25 entry of this formula, charge and spin)   14.0 kcal/mol
Gap between HOMO and LUMO (alpha / beta)   9.23 / 6.65 eV
⟨S²⟩   6.01
E_LUMO (alpha / beta)   -0.154 / -0.273 Ha
Net charge   +2

=====

# 7
Below is a molecular structure, C6H8N4, with properties calculated with wB97M-V/def2-TZVPD.

Last column: Löwdin charge in e.
Cartesian coordinates (Å):
1 H 3.303 -1.879 0.338  0.172
2 N -1.030 -0.834 -0.189  0.054
3 H -4.150 0.170 -0.682  0.073
4 H 3.870 0.476 0.110  0.019
5 C 2.939 0.385 -0.006  -0.088
6 C -2.208 -0.121 0.001  -0.580
7 N 1.137 -1.313 0.224  0.085
8 H -0.935 -2.033 0.165  0.265
9 H -0.186 1.712 -0.528  0.107
10 N -3.285 -0.436 -0.591  0.099
11 H -1.147 0.946 1.762  0.241
12 H 2.372 2.239 -0.661  0.105
13 C 0.603 0.965 -0.396  -0.038
14 N -2.064 1.066 0.836  0.053
15 C 1.935 1.284 -0.420  -0.058
16 C 0.314 -0.367 -0.106  -0.414
17 H -2.900 1.360 1.197  0.007
18 C 2.494 -0.875 0.316  -0.103

Total energy   -452.3256 a.u.
Relative energy (zero: lowest compared OMol25 entry of this formula, charge and spin)   85.4 kcal/mol
Gap between HOMO and LUMO   9.23 eV
E_LUMO   0.023 Ha

=====

Values of max |F|, in order: 5.31, 5.99, 0.77, 3.69, 3.64, 0.13, 8.62, all in eV/Å.